This record from OMol25 describes C18H43I2NO9P2SSi as an isolated structure. The level of theory is ωB97M-V/def2-TZVPD.

Values from the calculation:
E_HOMO = -9.1 eV
E_tot = -92766.8434 eV
Max |F| = 10.0 eV/A

```
! wB97M-V def2-TZVPD RIJCOSX def2/J DEFGRID3
* xyz 0 1
C 2.023 2.051 1.364
C 0.798 0.949 1.078
I -0.492 0.531 2.832
C 0.585 0.317 -0.285
I -1.148 -1.069 -0.398
Si 1.731 0.732 -1.808
S 0.690 2.068 -3.145
C 2.520 -0.814 -2.641
C 1.529 -1.651 -3.643
O 2.315 -2.850 -4.089
C 1.093 -0.862 -5.013
N 2.101 0.159 -5.508
H 3.022 1.409 1.297
H 2.048 2.895 0.522
H 1.888 2.597 2.390
H 2.862 1.512 -1.241
H 0.214 3.215 -2.457
H 2.832 -1.549 -1.755
H 3.535 -0.467 -3.131
H 0.559 -2.037 -3.116
H 3.189 -2.860 -3.568
H 0.093 -0.266 -4.747
H 0.893 -1.612 -5.893
H 1.518 1.020 -5.733
H 2.519 -0.126 -6.429
O 4.051 -0.967 8.378
P 4.376 -0.027 7.192
O 5.210 1.071 8.107
C 6.561 0.775 8.418
C 7.451 0.884 7.193
O 2.900 0.754 7.229
C 1.760 0.074 7.744
C 1.584 0.345 9.232
O 4.738 1.024 5.866
C 4.667 0.396 4.593
C 3.273 -0.111 4.272
H 6.631 -0.222 8.864
H 6.887 1.501 9.168
H 7.209 0.105 6.466
H 8.503 0.773 7.471
H 7.314 1.849 6.696
H 1.826 -0.998 7.536
H 0.879 0.439 7.201
H 2.522 0.285 9.786
H 0.869 -0.358 9.668
H 1.199 1.360 9.387
H 5.391 -0.425 4.562
H 4.969 1.136 3.846
H 2.982 -0.920 4.949
H 3.227 -0.495 3.250
H 2.532 0.688 4.386
O -6.209 -0.681 -6.705
P -5.705 -0.721 -5.242
O -7.098 -1.373 -4.631
C -7.275 -2.774 -4.751
C -6.332 -3.536 -3.837
O -6.071 0.877 -4.927
C -6.099 1.815 -5.998
C -7.500 1.939 -6.584
O -5.140 -0.766 -3.607
C -3.726 -0.738 -3.482
C -3.119 0.541 -4.030
H -7.139 -3.079 -5.794
H -8.309 -2.996 -4.471
H -5.295 -3.409 -4.157
H -6.563 -4.605 -3.850
H -6.405 -3.169 -2.809
H -5.367 1.543 -6.764
H -5.783 2.787 -5.601
H -7.987 0.972 -6.722
H -7.470 2.461 -7.543
H -8.142 2.513 -5.904
H -3.307 -1.611 -3.992
H -3.490 -0.828 -2.417
H -3.260 0.612 -5.112
H -2.046 0.578 -3.827
H -3.596 1.421 -3.584
*
```

Here are the Mulliken charges for atoms 1 to 5, given in e: -0.851, -0.162, 0.047, 0.201, -0.022

=====

This record from OMol25 describes a 3-piece molecular cluster, C18H43N overall. The level of theory is ωB97M-V/def2-TZVPD.

Values from the calculation:
SMILES = CCN(CC)CC.CCCCCC.CCCCCC
ΔE to the lowest compared entry with this formula, charge and spin = 5.5 kcal/mol
E_HOMO = -8.0 eV
E_tot = -20845.2912 eV
Max |F| = 12.8 eV/A

```
! wB97M-V def2-TZVPD RIJCOSX def2/J DEFGRID3
* xyz 0 1
C -133.828 3.067 23.613
C -132.572 3.525 22.856
N -131.344 2.726 23.157
C -130.327 2.613 22.048
C -129.633 3.909 21.665
C -130.790 2.949 24.550
C -129.731 2.058 24.948
H -133.605 3.227 24.735
H -134.001 2.073 23.292
H -134.593 3.585 23.190
H -132.243 4.501 23.096
H -132.931 3.586 21.798
H -130.737 2.194 21.129
H -129.626 1.782 22.252
H -129.287 4.596 22.717
H -130.229 4.484 20.962
H -128.732 3.752 21.070
H -131.501 2.805 25.495
H -130.466 3.823 24.568
H -128.842 2.298 24.274
H -129.956 0.895 24.967
H -129.498 2.331 25.983
C -134.531 -3.996 22.838
C -135.790 -3.267 22.643
C -136.594 -2.915 23.861
C -137.954 -2.163 23.708
C -137.792 -0.734 23.051
C -139.074 0.068 23.098
H -134.634 -4.923 23.370
H -133.949 -3.473 23.341
H -134.025 -4.347 21.889
H -136.527 -3.748 21.971
H -135.765 -2.287 21.952
H -135.989 -2.496 24.532
H -136.859 -3.881 24.510
H -138.461 -1.990 24.734
H -138.522 -2.864 23.245
H -137.588 -1.174 22.061
H -136.850 -0.369 23.520
H -139.443 0.115 24.063
H -139.881 -0.509 22.716
H -138.856 1.138 22.574
C -131.649 0.319 27.674
C -132.448 1.359 28.293
C -133.753 1.765 27.455
C -134.842 0.707 27.516
C -136.139 1.310 26.980
C -137.304 0.163 26.865
H -132.325 -0.620 27.517
H -130.805 0.084 27.947
H -131.616 0.679 26.476
H -131.853 2.222 28.239
H -132.773 1.293 29.352
H -133.860 1.790 26.286
H -133.969 2.779 27.749
H -134.937 0.186 28.515
H -134.658 -0.057 26.820
H -136.185 1.759 25.861
H -136.557 2.238 27.586
H -137.565 -0.112 27.908
H -137.058 -0.552 26.093
H -138.188 0.792 26.510
*
```

Here are the Mulliken charges for atoms 1 to 5, given in e: -1.298, -0.573, 0.073, -0.753, -0.946

=====

This record from OMol25 describes C18H44B3NO19P4 as an isolated structure. The level of theory is ωB97M-V/def2-TZVPD.

Values from the calculation:
E_HOMO = -9.2 eV
E_tot = -98974.4178 eV
Max |F| = 1.5 eV/A

```
! wB97M-V def2-TZVPD RIJCOSX def2/J DEFGRID3
* xyz 0 1
N -0.816 -3.601 0.840
B -1.364 -2.559 0.024
O -0.877 -1.247 0.045
B -1.887 -0.314 0.113
O -3.080 -0.524 -0.541
B -3.460 -1.862 -0.393
C -4.783 -2.297 0.282
C -5.682 -1.328 0.737
C -6.852 -1.731 1.369
C -7.087 -3.089 1.532
C -6.206 -4.065 1.087
C -5.039 -3.662 0.458
O -2.495 -2.802 -0.775
H -1.458 -4.379 0.880
H 0.090 -3.955 0.562
H -1.797 0.683 0.758
H -5.426 -0.295 0.574
H -7.531 -0.975 1.723
H -7.995 -3.403 2.028
H -6.398 -5.114 1.237
H -4.321 -4.378 0.092
C 2.919 -1.369 0.358
O 4.148 -1.629 -0.326
P 4.038 -2.036 -1.858
O 3.339 -3.287 -2.132
O 5.540 -2.001 -2.318
C 6.386 -0.901 -1.939
O 3.379 -0.751 -2.537
C 2.121 -0.894 -3.217
H 3.096 -1.478 1.424
H 2.588 -0.352 0.149
H 2.147 -2.076 0.051
H 6.793 -1.080 -0.946
H 5.839 0.041 -1.947
H 7.199 -0.844 -2.658
H 1.778 0.108 -3.464
H 1.385 -1.378 -2.578
H 2.248 -1.472 -4.130
C 11.516 -2.879 -5.069
O 12.071 -1.672 -4.534
P 11.387 -1.059 -3.239
O 10.004 -0.623 -3.392
O 12.400 0.075 -2.841
C 13.811 -0.188 -2.840
O 11.600 -2.190 -2.133
C 10.446 -2.768 -1.500
H 11.834 -2.953 -6.105
H 11.893 -3.737 -4.513
H 10.426 -2.858 -5.031
H 14.209 -0.057 -3.844
H 14.026 -1.196 -2.486
H 14.273 0.531 -2.170
H 10.795 -3.611 -0.910
H 9.729 -3.118 -2.241
H 9.968 -2.039 -0.849
C -9.428 2.788 1.793
O -8.202 2.409 1.164
P -8.242 2.067 -0.387
O -9.049 0.909 -0.756
O -6.714 1.949 -0.736
C -5.779 2.927 -0.241
O -8.703 3.441 -1.060
C -9.910 3.458 -1.837
H -9.311 2.628 2.861
H -9.629 3.843 1.607
H -10.258 2.180 1.430
H -5.465 2.665 0.769
H -6.215 3.925 -0.243
H -4.918 2.910 -0.904
H -10.126 4.498 -2.067
H -10.741 3.032 -1.278
H -9.773 2.900 -2.762
C -2.683 5.131 5.190
O -2.996 3.739 5.286
P -2.989 2.888 3.945
O -3.977 3.270 2.941
O -3.131 1.419 4.486
C -2.345 0.982 5.605
O -1.474 2.984 3.452
C -1.197 3.558 2.163
H -3.080 5.618 6.076
H -1.601 5.266 5.156
H -3.141 5.574 4.304
H -2.837 1.268 6.532
H -1.342 1.406 5.574
H -2.277 -0.100 5.548
H -0.119 3.672 2.091
H -1.671 4.532 2.062
H -1.548 2.898 1.373
*
```

Here are the Mulliken charges for atoms 1 to 5, given in e: -0.437, 0.454, -0.361, 0.456, -0.203

=====

This record from OMol25 describes a 7-piece molecular cluster, C18H44Br4N2O7 overall. The level of theory is ωB97M-V/def2-TZVPD.

Values from the calculation:
SMILES = C[N+](=O)[O-].C[N+](=O)[O-].BrCCBr.BrCCBr.CCOCC.CCOCC.CCOCC
ΔE to the lowest compared entry with this formula, charge and spin = 13.9 kcal/mol
E_HOMO = -9.7 eV
E_tot = -316854.2829 eV
Max |F| = 2.1 eV/A

```
! wB97M-V def2-TZVPD RIJCOSX def2/J DEFGRID3
* xyz 0 1
C -0.689 -2.087 3.207
N -0.693 -2.162 4.687
O -0.088 -3.037 5.325
O -1.365 -1.306 5.229
H 0.369 -2.033 2.950
H -1.272 -1.216 2.906
H -1.143 -3.004 2.833
C 0.785 3.672 -0.507
N 1.653 4.016 -1.670
O 1.080 4.177 -2.726
O 2.869 4.068 -1.460
H 0.328 4.617 -0.216
H 1.450 3.491 0.338
H 0.165 2.865 -0.897
Br 3.473 3.220 6.375
C 3.546 2.127 4.688
C 3.483 0.708 5.259
Br 3.417 -0.670 3.784
H 4.495 2.295 4.178
H 2.697 2.310 4.030
H 2.654 0.614 5.960
H 4.394 0.443 5.795
Br -4.135 1.340 3.856
C -2.595 2.539 4.108
C -1.912 2.755 2.711
Br -0.222 3.819 2.846
H -1.883 2.104 4.809
H -2.965 3.431 4.614
H -2.548 3.402 2.108
H -1.742 1.820 2.178
C 2.422 1.300 -4.499
C 1.399 0.359 -5.097
O 1.474 0.185 -6.508
C 0.356 -0.510 -6.978
C 0.600 -0.638 -8.434
H 3.424 1.053 -4.847
H 2.198 2.339 -4.743
H 2.425 1.104 -3.427
H 1.394 -0.654 -4.695
H 0.417 0.773 -4.869
H 0.299 -1.522 -6.578
H -0.542 0.093 -6.840
H 1.534 -1.161 -8.640
H 0.622 0.326 -8.940
H -0.148 -1.326 -8.829
C -1.634 -4.128 -1.077
C -2.049 -4.003 0.375
O -2.591 -2.741 0.706
C -3.930 -2.746 1.164
C -4.147 -1.507 1.954
H -2.465 -3.838 -1.719
H -0.875 -3.353 -1.183
H -1.168 -5.072 -1.361
H -2.796 -4.769 0.587
H -1.197 -4.188 1.029
H -4.599 -2.908 0.319
H -4.135 -3.594 1.817
H -5.230 -1.393 2.003
H -3.746 -0.688 1.357
H -3.756 -1.557 2.970
C 2.610 1.029 1.135
C 1.819 0.092 0.266
O 0.401 0.407 0.369
C -0.454 -0.528 -0.198
C -0.611 -0.454 -1.690
H 3.547 0.517 1.356
H 2.953 1.991 0.754
H 2.157 1.197 2.112
H 2.083 0.284 -0.774
H 2.088 -0.952 0.425
H -0.348 -1.569 0.108
H -1.461 -0.221 0.085
H -1.351 -1.213 -1.943
H 0.287 -0.669 -2.269
H -0.880 0.539 -2.051
*
```

Here are the Mulliken charges for atoms 1 to 5, given in e: -0.405, 1.014, -0.581, -0.547, 0.189

=====

This record from OMol25 describes a 3-piece molecular cluster, C18H44N3O10P3SSi overall. The level of theory is ωB97M-V/def2-TZVPD.

Values from the calculation:
SMILES = [H]/N=C(/C)C[Si@](CNC)(N=C=S)P(O)O.CCOP(=O)(OCC)OCC.CCOP(=O)(OCC)OCC
E_HOMO = -8.0 eV
E_tot = -90906.1649 eV
Max |F| = 7.1 eV/A

```
! wB97M-V def2-TZVPD RIJCOSX def2/J DEFGRID3
* xyz 0 1
H 1.594 -4.270 -4.633
N 0.935 -3.848 -3.982
C -0.250 -4.029 -4.387
C -1.389 -3.511 -3.541
C -0.510 -4.796 -5.688
Si -1.688 -3.848 -6.861
C -1.036 -4.023 -8.634
N -0.178 -2.892 -9.035
C -0.973 -1.682 -9.347
N -1.687 -2.149 -6.283
C -2.732 -1.544 -6.299
S -4.030 -0.659 -6.335
P -3.623 -4.952 -6.816
O -4.937 -3.997 -7.154
O -3.836 -5.814 -5.419
H -2.351 -3.875 -3.928
H -1.425 -2.423 -3.612
H -1.328 -3.813 -2.497
H -1.029 -5.714 -5.379
H 0.419 -4.991 -6.223
H -0.461 -4.953 -8.681
H -1.896 -4.121 -9.318
H 0.208 -3.171 -9.929
H -0.704 -1.247 -10.310
H -2.054 -1.869 -9.326
H -0.751 -0.934 -8.581
H -5.365 -3.794 -6.308
H -3.314 -5.482 -4.678
C 2.358 -0.582 -2.707
C 2.059 -1.479 -1.522
O 1.806 -0.737 -0.325
P 0.510 0.257 -0.283
O -0.641 -0.690 -0.390
O 0.406 0.599 1.324
C -0.854 0.558 2.001
C -0.975 -0.712 2.819
O 1.333 1.642 -0.567
C 2.312 2.173 0.331
C 3.667 1.497 0.283
H 1.487 0.029 -2.969
H 2.627 -1.180 -3.577
H 3.176 0.103 -2.485
H 1.209 -2.127 -1.740
H 2.915 -2.123 -1.321
H -1.679 0.654 1.296
H -0.895 1.426 2.663
H -0.682 -1.588 2.240
H -1.998 -0.852 3.172
H -0.313 -0.668 3.685
H 1.940 2.218 1.348
H 2.453 3.210 0.017
H 3.657 0.536 0.797
H 4.410 2.118 0.786
H 3.993 1.321 -0.742
C -2.497 3.300 8.102
C -2.089 3.675 6.690
O -0.685 3.898 6.564
P 0.339 2.653 6.845
O 0.009 1.701 5.742
O 1.753 3.247 6.248
C 2.578 2.431 5.411
C 2.415 2.831 3.960
O 0.741 3.091 8.366
C 1.434 4.301 8.701
C 0.580 5.552 8.698
H -2.065 2.338 8.395
H -3.583 3.222 8.178
H -2.149 4.041 8.821
H -2.401 2.901 5.983
H -2.581 4.602 6.395
H 2.356 1.374 5.554
H 3.613 2.585 5.725
H 1.365 2.939 3.685
H 2.875 2.093 3.301
H 2.886 3.799 3.777
H 2.323 4.439 8.092
H 1.792 4.142 9.720
H 0.378 5.901 7.686
H 1.103 6.359 9.214
H -0.378 5.385 9.190
*
```

Here are the Mulliken charges for atoms 1 to 5, given in e: 0.218, -0.621, 0.606, -1.051, -0.661

=====

This record from OMol25 describes a 3-piece molecular cluster, C18H44N3O6P overall. The level of theory is ωB97M-V/def2-TZVPD.

Values from the calculation:
SMILES = [H]/N=C(\C)CPOC[C@H](C)O.COCCNCCOC.COCCNCCOC
ΔE to the lowest compared entry with this formula, charge and spin = 39.3 kcal/mol
E_HOMO = -8.5 eV
E_tot = -45420.3245 eV
Max |F| = 0.3 eV/A

```
! wB97M-V def2-TZVPD RIJCOSX def2/J DEFGRID3
* xyz 0 1
H -0.566 0.695 -2.592
N -0.433 1.628 -2.989
C -0.123 1.533 -4.215
C 0.050 0.230 -4.948
C 0.113 2.798 -4.983
P -1.229 3.308 -6.144
O -2.494 3.319 -5.086
C -3.765 2.829 -5.476
C -4.192 1.634 -4.640
C -4.082 1.889 -3.137
O -3.405 0.478 -4.945
H -0.620 -0.525 -4.537
H 1.081 -0.112 -4.823
H -0.149 0.323 -6.016
H 1.039 2.729 -5.564
H 0.207 3.626 -4.276
H -1.423 2.012 -6.708
H -3.757 2.551 -6.538
H -4.501 3.630 -5.351
H -5.241 1.440 -4.900
H -5.030 1.698 -2.635
H -3.776 2.913 -2.925
H -3.328 1.230 -2.714
H -3.630 0.177 -5.837
C 1.068 3.659 0.053
O -0.185 3.807 0.691
C -1.140 2.824 0.308
C -1.545 1.987 1.500
N -0.431 1.168 1.955
C -0.666 0.453 3.201
C -0.836 1.281 4.469
O 0.335 1.977 4.851
C 0.473 3.283 4.326
H 1.687 4.500 0.362
H 1.569 2.727 0.338
H 0.962 3.670 -1.036
H -0.731 2.196 -0.487
H -2.019 3.338 -0.091
H -2.369 1.328 1.208
H -1.925 2.668 2.276
H 0.386 1.757 2.063
H 0.179 -0.223 3.361
H -1.555 -0.174 3.077
H -1.063 0.595 5.289
H -1.677 1.980 4.389
H -0.500 3.766 4.194
H 0.995 3.295 3.365
H 1.059 3.862 5.039
C 2.421 -7.045 2.697
O 1.432 -6.052 2.526
C 1.142 -5.305 3.700
C 1.483 -3.846 3.500
N 2.920 -3.667 3.356
C 3.332 -2.308 3.027
C 2.889 -1.743 1.684
O 3.476 -2.384 0.567
C 2.778 -3.508 0.070
H 2.511 -7.574 1.750
H 3.395 -6.618 2.960
H 2.137 -7.762 3.474
H 1.699 -5.709 4.551
H 0.073 -5.402 3.912
H 1.144 -3.281 4.374
H 0.912 -3.485 2.632
H 3.259 -4.300 2.643
H 4.423 -2.270 3.063
H 2.964 -1.640 3.814
H 3.216 -0.701 1.639
H 1.796 -1.735 1.581
H 1.697 -3.398 0.203
H 3.091 -4.441 0.550
H 2.995 -3.585 -0.995
*
```

Here are the Mulliken charges for atoms 1 to 5, given in e: 0.221, -0.381, 0.872, -1.487, -1.015